342
Properties=species:S:1:pos:R:3 method="wB97M-V/def2-TZVPD" homo_lumo_gap_ev=9.808 total_charge=+5 de_lowest_kcal_mol=0.0
C 0.09 -33.67 15.76
C -1.04 -34.44 16.45
C -2.39 -34.17 15.87
C -3.41 -34.94 16.72
N -4.82 -34.79 16.19
C -5.29 -33.37 16.34
C -5.61 -32.85 14.95
C -5.85 -34.04 14.07
C -5.01 -35.13 14.72
C -5.70 -35.59 17.08
H 0.91 -33.59 16.48
H -0.16 -32.60 15.57
H 0.51 -34.24 14.90
H -1.20 -34.08 17.48
H -0.82 -35.55 16.37
H -2.38 -34.46 14.85
H -2.60 -33.10 15.84
H -3.42 -34.60 17.75
H -3.15 -36.00 16.68
H -6.16 -33.39 17.06
H -4.56 -32.84 16.96
H -6.46 -32.13 14.82
H -4.75 -32.21 14.67
H -6.92 -34.38 14.16
H -5.62 -33.89 13.03
H -5.53 -36.07 14.70
H -4.07 -35.26 14.34
H -6.75 -35.70 16.74
H -5.61 -35.24 18.09
H -5.30 -36.59 17.08
C -11.72 -28.50 17.69
C -13.06 -28.51 16.89
C -12.76 -28.26 15.43
C -13.95 -28.04 14.66
N -13.75 -27.75 13.11
C -12.90 -26.54 12.92
C -13.89 -25.35 13.17
C -15.35 -25.93 12.86
C -15.10 -27.38 12.45
C -13.06 -28.93 12.45
H -11.90 -28.67 18.74
H -11.34 -27.51 17.52
H -11.07 -29.29 17.30
H -13.76 -27.66 17.24
H -13.68 -29.46 17.01
H -12.30 -29.20 15.04
H -11.93 -27.55 15.41
H -14.55 -27.14 15.00
H -14.56 -28.91 14.73
H -12.50 -26.60 11.92
H -12.02 -26.66 13.58
H -13.62 -24.51 12.53
H -13.87 -25.10 14.20
H -15.76 -25.32 12.07
H -16.00 -25.87 13.72
H -14.98 -27.46 11.41
H -15.87 -28.08 12.78
H -12.04 -28.89 12.79
H -13.05 -28.76 11.36
H -13.58 -29.87 12.71
C 7.10 -23.25 17.88
C 5.91 -24.15 17.78
C 5.37 -24.35 16.30
C 4.39 -25.45 16.23
N 4.11 -26.03 14.85
C 5.22 -26.93 14.46
C 5.26 -27.05 12.93
C 4.32 -25.90 12.42
C 4.07 -25.04 13.69
C 2.80 -26.82 15.02
H 7.38 -22.96 18.94
H 6.94 -22.37 17.26
H 8.05 -23.62 17.49
H 5.08 -23.75 18.37
H 6.10 -25.18 18.14
H 6.19 -24.48 15.56
H 4.89 -23.45 15.99
H 3.44 -25.13 16.65
H 4.73 -26.24 16.92
H 5.03 -27.91 14.95
H 6.06 -26.52 15.01
H 4.95 -28.06 12.67
H 6.31 -26.88 12.65
H 3.38 -26.36 12.08
H 4.76 -25.30 11.63
H 3.08 -24.51 13.76
H 4.87 -24.31 13.83
H 2.54 -27.40 14.18
H 2.05 -26.09 15.33
H 2.95 -27.62 15.79
C -3.55 -29.29 24.74
C -2.73 -28.09 24.42
C -1.57 -28.29 23.44
C -0.43 -28.94 24.13
N 0.63 -29.50 23.25
C 0.06 -30.53 22.30
C 0.98 -31.73 22.47
C 1.24 -31.71 23.91
C 1.66 -30.25 24.10
C 1.34 -28.39 22.45
C 2.01 -27.35 23.31
C 3.01 -26.63 22.43
H -4.31 -29.01 25.54
H -2.94 -30.12 25.14
H -4.11 -29.70 23.91
H -2.43 -27.54 25.30
H -3.36 -27.36 23.88
H -1.35 -27.34 23.02
H -1.88 -28.93 22.65
H -0.72 -29.74 24.78
H 0.17 -28.24 24.79
H 0.01 -30.14 21.23
H -0.97 -30.79 22.66
H 1.85 -31.64 21.82
H 0.47 -32.61 22.04
H 2.00 -32.38 24.22
H 0.32 -31.98 24.55
H 2.60 -30.03 23.56
H 1.71 -29.71 25.05
H 0.53 -27.99 21.81
H 2.09 -28.96 21.80
H 2.50 -27.82 24.19
H 1.23 -26.64 23.69
H 3.80 -26.17 23.04
H 2.48 -25.90 21.87
H 3.46 -27.20 21.66
C 8.21 -34.37 20.37
C 7.98 -34.21 18.87
C 8.23 -32.73 18.32
C 7.74 -32.78 16.87
N 8.07 -31.62 15.98
C 9.56 -31.68 15.60
C 9.82 -30.30 14.93
C 8.67 -29.42 15.50
C 7.94 -30.25 16.57
C 7.18 -31.90 14.67
C 5.71 -31.57 14.77
C 4.79 -32.34 13.84
H 7.59 -33.64 20.98
H 9.21 -34.11 20.61
H 8.04 -35.35 20.71
H 7.02 -34.57 18.52
H 8.66 -34.77 18.26
H 9.27 -32.36 18.37
H 7.67 -32.00 18.91
H 6.65 -32.91 16.95
H 8.21 -33.60 16.34
H 9.68 -32.59 15.02
H 10.02 -31.79 16.58
H 9.64 -30.37 13.91
H 10.81 -29.82 15.13
H 8.07 -29.10 14.63
H 9.07 -28.54 15.92
H 6.91 -29.98 16.70
H 8.50 -30.24 17.46
H 7.37 -32.98 14.48
H 7.64 -31.41 13.80
H 5.56 -30.48 14.80
H 5.35 -31.83 15.77
H 4.71 -33.41 14.13
H 5.07 -32.33 12.80
H 3.79 -31.94 13.89
C 0.62 -36.80 11.07
C 1.00 -38.21 10.66
C 2.34 -38.48 10.05
C 2.40 -39.93 9.66
N 3.78 -40.39 9.18
C 4.33 -39.63 8.02
C 3.47 -40.09 6.87
C 3.05 -41.50 7.19
C 3.53 -41.79 8.57
C 4.78 -40.55 10.31
C 4.33 -41.13 11.62
C 5.48 -40.93 12.60
H 0.96 -35.99 10.41
H 1.07 -36.66 12.11
H -0.45 -36.64 11.17
H 0.21 -38.56 9.92
H 0.92 -38.86 11.56
H 3.24 -38.13 10.75
H 2.35 -37.87 9.08
H 1.69 -40.09 8.85
H 2.12 -40.58 10.50
H 5.39 -39.99 7.77
H 4.44 -38.57 8.31
H 3.98 -39.99 5.88
H 2.60 -39.46 6.83
H 3.54 -42.10 6.45
H 1.99 -41.69 7.13
H 4.52 -42.23 8.59
H 2.82 -42.36 9.18
H 5.20 -39.55 10.56
H 5.66 -41.09 9.92
H 4.07 -42.21 11.52
H 3.41 -40.61 11.92
H 6.23 -41.73 12.46
H 5.21 -40.97 13.65
H 5.96 -39.93 12.53
C -9.45 -27.59 22.32
C -8.26 -28.53 22.49
C -8.84 -29.79 23.18
C -7.84 -30.99 23.21
N -8.23 -32.24 23.98
C -7.05 -33.16 24.06
C -7.46 -34.49 23.49
C -8.60 -34.11 22.52
C -9.31 -33.01 23.24
C -8.73 -31.99 25.36
C -7.81 -31.26 26.27
C -8.47 -31.27 27.66
H -10.19 -27.95 21.58
H -9.19 -26.57 22.01
H -9.88 -27.52 23.26
H -7.42 -28.06 22.99
H -7.85 -28.78 21.52
H -9.77 -30.05 22.64
H -9.13 -29.53 24.18
H -6.91 -30.61 23.69
H -7.61 -31.29 22.18
H -6.72 -33.30 25.08
H -6.20 -32.74 23.44
H -7.89 -35.13 24.26
H -6.62 -35.08 23.07
H -9.30 -34.94 22.38
H -8.19 -33.91 21.55
H -10.13 -33.36 23.91
H -9.83 -32.35 22.56
H -8.99 -32.94 25.79
H -9.66 -31.44 25.15
H -7.61 -30.23 25.87
H -6.84 -31.80 26.27
H -9.46 -30.87 27.79
H -7.85 -30.92 28.45
H -8.66 -32.30 27.91
C 0.98 -18.34 18.49
C 0.90 -17.79 17.07
C -0.58 -17.66 16.58
C -0.58 -17.18 15.15
N -1.88 -16.73 14.60
C -1.85 -16.45 13.12
C -2.59 -15.12 12.95
C -2.07 -14.35 14.10
C -2.21 -15.37 15.21
C -3.10 -17.68 14.82
C -3.02 -19.17 14.43
C -4.41 -19.74 14.64
H 0.41 -17.62 19.13
H 2.04 -18.25 18.77
H 0.49 -19.30 18.59
H 1.34 -18.52 16.38
H 1.49 -16.87 16.89
H -1.20 -17.09 17.25
H -0.99 -18.66 16.73
H -0.27 -17.96 14.38
H 0.00 -16.23 15.08
H -2.27 -17.38 12.67
H -0.78 -16.35 12.86
H -3.68 -15.28 12.92
H -2.35 -14.76 11.97
H -2.54 -13.38 14.25
H -1.01 -14.08 14.02
H -3.27 -15.30 15.46
H -1.69 -15.22 16.16
H -3.98 -17.14 14.27
H -3.32 -17.72 15.90
H -2.25 -19.59 15.15
H -2.65 -19.29 13.42
H -4.43 -20.82 14.87
H -4.97 -19.51 13.78
H -4.94 -19.31 15.48
C -2.62 -25.53 20.26
C -3.99 -26.20 19.98
C -4.40 -26.39 18.61
C -3.49 -27.46 17.94
N -4.15 -28.12 16.77
C -3.11 -29.01 16.01
C -3.60 -29.16 14.57
C -4.49 -27.92 14.34
C -4.42 -27.16 15.61
C -5.44 -28.86 16.99
C -5.49 -30.00 17.97
C -6.90 -30.70 18.04
H -2.58 -25.47 21.33
H -2.53 -24.51 19.87
H -1.77 -26.10 19.91
H -4.77 -25.69 20.52
H -4.06 -27.14 20.45
H -4.38 -25.52 17.96
H -5.41 -26.76 18.53
H -3.15 -28.24 18.61
H -2.61 -27.00 17.51
H -3.01 -29.97 16.47
H -2.19 -28.44 15.97
H -4.21 -30.08 14.56
H -2.82 -29.23 13.84
H -5.54 -28.33 14.13
H -4.32 -27.19 13.47
H -5.31 -26.64 15.82
H -3.55 -26.48 15.56
H -5.76 -29.25 15.98
H -6.25 -28.21 17.26
H -5.47 -29.62 18.99
H -4.66 -30.80 17.92
H -7.63 -30.12 18.59
H -6.92 -31.65 18.66
H -7.23 -30.95 17.05
N -3.21 -32.14 20.61
S -2.52 -31.65 19.34
O -2.28 -30.25 19.36
O -3.10 -32.23 18.15
F -1.09 -32.35 19.63
S -4.10 -33.50 20.74
O -5.18 -33.54 19.84
O -4.22 -33.73 22.15
F -3.23 -34.69 20.20
N 4.43 -29.62 17.92
S 5.23 -29.59 19.36
O 6.54 -30.11 19.24
O 4.46 -29.82 20.53
F 5.50 -28.05 19.44
S 3.02 -30.13 17.75
O 2.63 -31.09 18.68
O 2.73 -30.30 16.36
F 2.23 -28.76 18.09
N -8.57 -28.63 15.81
S -8.23 -27.10 15.58
O -7.38 -26.93 14.43
O -7.84 -26.57 16.79
F -9.64 -26.46 15.23
S -8.41 -29.65 14.63
O -7.13 -29.91 14.08
O -9.61 -29.58 13.80
F -8.67 -30.99 15.52
N -0.60 -23.27 16.70
S -0.99 -24.78 16.53
O -2.38 -24.81 16.30
O -0.36 -25.73 17.41
F -0.29 -25.33 15.15
S 0.80 -22.67 16.56
O 1.83 -23.65 16.39
O 0.96 -21.51 17.38
F 0.78 -22.07 15.10